# C10H17Br2Cl5FK2O7S2

A structure of composition C10H17Br2Cl5FK2O7S2 at a distorted geometry (the ωB97M-V functional and the def2-TZVPD basis, the OMol25 dataset).

Geometry (Å):
O  1.6192  -2.5795  1.2193
S  0.1211  -2.5498  1.7096
O  0.0657  -3.5907  2.8919
Cl  -0.2665  -0.5874  2.3044
C  -1.0034  -3.1566  0.2962
C  -1.1680  -1.9937  -0.8472
C  -2.7135  -1.5888  -1.2138
C  -3.4781  -0.7045  -0.0386
C  -4.1616  -1.6166  1.1405
F  -3.5036  -1.3074  2.4313
C  -5.6587  -0.9054  1.3597
O  -6.7304  -1.7340  0.7142
S  -6.1237  -3.2343  0.1789
O  -5.8091  -3.4653  -1.3181
O  -6.6940  -4.5579  0.7415
O  -4.5548  -3.0184  0.8424
H  -2.0042  -3.5627  0.7455
H  -0.4406  -4.0945  -0.1819
H  -0.5915  -0.9993  -0.5467
H  -0.6853  -2.4377  -1.8439
H  -3.3634  -2.5105  -1.5856
H  -2.6501  -0.8630  -2.1598
H  -4.3792  -0.1579  -0.5982
H  -2.7889  0.1764  0.3710
H  -5.7470  0.2470  1.0941
H  -5.8829  -0.9961  2.5129
C  3.8696  1.0005  1.5855
Cl  5.0907  0.3272  0.4763
Cl  3.5208  -0.1808  2.8728
Cl  4.4917  2.5039  2.3117
Cl  2.3753  1.3519  0.6810
K  -2.1304  -1.7285  3.9661
Br  1.2042  3.9381  -1.4844
C  2.6550  4.8493  -2.4177
C  3.3138  3.9382  -3.4267
Br  4.4994  2.6579  -2.5543
H  3.3434  5.2197  -1.6528
H  2.1819  5.6996  -2.9165
H  3.9591  4.5099  -4.0994
H  2.6001  3.3593  -4.0194
C  8.0977  2.6776  -0.3038
O  9.0662  3.5772  -0.3871
H  8.3784  1.6612  0.0206
H  7.2674  2.8915  0.3905
H  7.5383  2.4500  -1.2272
K  -2.7304  1.0848  1.9653

Atomic forces in eV per Å
-5.723 0.978 0.856
7.433 -8.263 -0.018
-1.672 3.703 -2.912
-0.413 3.499 0.544
-0.454 -0.653 -1.413
-0.125 -0.149 -0.620
0.443 0.675 -0.702
0.272 -0.764 -1.802
-4.375 1.944 -2.124
-2.467 -1.151 -3.598
-0.294 -0.481 2.380
2.358 -1.041 -0.493
0.540 -5.845 -3.310
-1.450 2.595 5.406
1.728 6.295 -0.802
1.341 2.986 1.216
1.818 0.950 -0.668
-0.990 2.090 1.367
-1.036 -2.188 -0.675
-0.984 1.219 2.277
1.291 1.973 1.176
-0.128 -1.531 2.117
1.878 -1.328 1.328
-1.573 -3.626 -2.707
0.085 -2.716 -0.049
0.364 0.178 -2.195
0.338 -0.041 0.047
-0.408 0.209 0.341
0.062 0.243 -0.261
-0.214 -0.407 -0.239
0.273 -0.044 0.123
1.850 -1.665 3.281
-0.050 0.050 0.033
-0.034 0.242 -0.185
0.297 -0.122 -0.030
-0.179 0.040 -0.038
-0.137 -0.205 -0.208
0.073 -0.180 0.060
-0.162 -0.008 0.165
0.109 0.214 0.201
-1.186 0.360 0.028
-0.026 -0.324 0.017
0.696 -0.445 0.134
0.063 0.406 0.624
0.329 -0.037 -0.783
0.441 2.361 2.109

Computed properties:
net charge = +1
HOMO = -7.1436 eV
LUMO level = -5.8018 eV
frontier orbital gap = 1.34 eV

# C10H17BrCl2O2Pd

A structure of composition C10H17BrCl2O2Pd at a distorted geometry (the ωB97M-V functional and the def2-TZVPD basis, the OMol25 dataset).

Geometry (Å):
C  0.8849  0.1106  -0.9489
C  0.6010  -1.1915  -0.3613
C  0.2890  -0.9919  1.0110
C  0.6565  -2.5031  -1.0477
C  0.4581  0.3961  1.3206
C  0.8072  1.0880  0.1112
C  1.2322  2.4993  0.0110
C  1.4260  0.3536  -2.3074
C  -0.1409  -2.0495  1.9502
C  0.2931  0.9936  2.6624
Pd  -1.4599  0.4473  -0.6510
Cl  -2.9172  -4.1909  -1.8611
Cl  -1.4500  -0.9470  -2.5032
O  -1.7278  1.8061  0.8823
H  0.6730  -2.3534  -2.1356
H  -0.2484  -3.0938  -0.8346
H  1.5451  -3.0782  -0.7415
H  -0.7607  -2.7943  1.4377
H  -0.7347  -1.6253  2.7668
H  0.7259  -2.5640  2.3875
H  -0.5937  0.5993  3.1713
H  0.1862  2.0815  2.5874
H  1.1776  0.7620  3.2701
H  0.6316  3.1279  0.6782
H  1.1359  2.8720  -1.0182
H  2.2882  2.5579  0.3198
H  0.9000  -0.2824  -3.0348
H  2.5027  0.1196  -2.3146
H  1.2743  1.4035  -2.5888
H  -2.6620  1.6161  1.0596
O  -1.1589  2.0720  -1.7300
H  -1.8040  2.6563  -1.2669
Br  -4.0301  0.1027  -0.2816

Atomic forces in eV per Å
0.443 0.915 1.805
0.222 0.488 0.630
0.245 1.309 -0.350
-0.067 -0.181 -0.413
-0.248 -1.739 -0.208
0.718 -1.607 -1.663
0.002 0.296 -0.028
0.004 -0.008 -0.290
-0.198 -0.353 0.273
0.059 0.355 0.155
-0.368 -0.211 -0.005
0.099 -0.439 0.093
-0.630 -0.581 -0.992
-0.453 0.547 0.849
0.082 -0.199 0.416
0.186 0.053 -0.117
-0.126 0.095 0.072
0.096 0.079 0.107
0.076 -0.109 -0.069
-0.127 -0.048 0.039
0.157 0.078 -0.137
-0.038 -0.294 0.074
-0.031 0.016 0.119
0.059 -0.049 -0.180
-0.029 -0.117 0.384
-0.104 0.180 -0.045
0.251 0.270 0.192
-0.127 0.096 -0.127
0.052 -0.280 -0.012
0.152 0.150 0.024
-0.701 1.686 -0.350
0.656 -0.378 -0.331
-0.309 -0.017 0.084

Computed properties:
net charge = -2
expectation value of S² = 6.022
multiplicity = 5
HOMO (spin up / spin down) = -0.8836 / -0.8687 eV
LUMO level (spin up / spin down) = 5.0967 / 3.9634 eV
frontier orbital gap (spin up / spin down) = 5.98 / 4.83 eV

For the records above, the corresponding energy above the lowest of the compared OMol25 structures with the same formula, charge and spin values read 767.6; 0.0 kJ/mol.
For the records above, the corresponding electronic energy values read -10462.25644; -4163.92318 Eh.